(1)
{
  "formula": "C27H48BN10O2S3V",
  "method": "the ωB97M-V functional and the def2-TZVPD basis",
  "species": ["V", "C", "C", "C", "C", "N", "C", "C", "N", "B", "N", "C", "C", "N", "C", "S", "C", "C", "C", "C", "N", "C", "C", "N", "C", "S", "C", "C", "C", "C", "C", "S", "H", "H", "H", "H", "H", "H", "H", "H", "H", "H", "H", "H", "H", "H", "H", "H", "H", "H", "H", "H", "H", "H", "H", "H", "H", "H", "H", "H", "H", "H", "H", "H", "H", "H", "N", "C", "C", "C", "C", "N", "C", "N", "N", "C", "O", "O", "H", "H", "H", "H", "H", "H", "H", "H", "H", "H", "H", "H", "H", "H"],
  "coordinates": [[-0.1253, 1.0353, -0.3952], [-3.6779, -2.6737, -4.0790], [-3.0321, -1.9797, -2.8788], [-3.4233, -2.7495, -1.6157], [-3.4883, -0.5234, -2.8028], [-1.5423, -1.9751, -3.0691], [-0.9389, -2.1625, -4.3007], [0.3852, -1.9983, -4.1271], [0.6077, -1.6927, -2.8029], [2.0524, -1.3778, -2.3381], [2.4913, 0.1099, -2.4885], [3.8360, 0.3963, -2.4249], [3.9763, 1.7327, -2.4813], [2.7127, 2.2825, -2.5855], [1.8199, 1.2725, -2.5722], [0.0815, 1.3686, -2.6357], [2.5514, 3.7796, -2.6625], [3.3645, 4.2661, -3.8637], [3.0877, 4.3531, -1.3501], [1.1026, 4.2093, -2.8466], [2.3315, -1.8745, -0.8813], [2.6844, -3.1907, -0.6805], [2.9250, -3.3633, 0.6297], [2.7335, -2.1394, 1.2519], [2.3417, -1.2485, 0.3107], [1.9215, 0.4081, 0.5881], [2.8407, -1.9852, 2.7382], [3.3722, -0.6095, 3.1402], [3.8176, -3.0330, 3.2798], [1.4414, -2.2076, 3.3159], [-0.5808, -1.6659, -2.1759], [-0.7921, -1.2431, -0.5056], [-4.7403, -2.7920, -3.8762], [-3.2559, -3.6658, -4.2434], [-3.5918, -2.0884, -4.9937], [-4.4922, -2.9530, -1.6585], [-3.2169, -2.1837, -0.7120], [-2.8976, -3.7037, -1.5577], [-4.5631, -0.4837, -2.6246], [-3.2739, 0.0007, -3.7348], [-2.9814, -0.0022, -1.9884], [-1.4832, -2.4163, -5.1879], [1.1891, -2.0709, -4.8369], [2.7698, -2.0185, -3.0540], [4.5796, -0.3782, -2.3600], [4.8704, 2.3255, -2.4629], [4.4232, 4.0276, -3.7774], [3.2739, 5.3487, -3.9378], [2.9841, 3.8265, -4.7863], [4.1536, 4.1651, -1.2235], [2.5538, 3.9229, -0.5008], [2.9336, 5.4312, -1.3436], [0.6667, 3.8025, -3.7577], [1.1027, 5.2957, -2.9315], [0.4746, 3.9424, -1.9985], [2.7539, -3.8881, -1.4958], [3.2234, -4.2480, 1.1544], [4.2819, -0.3625, 2.5922], [3.6184, -0.6435, 4.2010], [2.6483, 0.1815, 2.9710], [4.7839, -2.9635, 2.7800], [3.4444, -4.0515, 3.1928], [3.9724, -2.8416, 4.3400], [0.7551, -1.4516, 2.9241], [1.4842, -2.1399, 4.4045], [1.0596, -3.1937, 3.0483], [-1.2480, 0.7366, 1.7405], [-2.2575, 1.8084, 1.6507], [-3.6843, 1.2879, 1.4868], [-4.1876, 0.2305, 2.4706], [-4.3805, 0.6876, 3.9157], [-3.1706, 1.1404, 4.6174], [-2.2352, 0.3490, 5.1159], [-2.3165, -0.9749, 4.9656], [-1.1713, 0.8725, 5.7356], [-1.8612, 2.6185, 0.3967], [-2.6533, 3.1043, -0.3597], [-0.5367, 2.6231, 0.2371], [-1.6332, -0.1803, 1.9234], [-0.4844, 0.9389, 2.3731], [-2.1784, 2.5019, 2.4931], [-3.7737, 0.8783, 0.4786], [-4.3561, 2.1473, 1.5157], [-3.5891, -0.6842, 2.4125], [-5.1868, -0.0533, 2.1327], [-4.8471, -0.1033, 4.5077], [-5.0685, 1.5311, 3.9329], [-3.0677, 2.1316, 4.7668], [-3.1534, -1.3922, 4.5944], [-1.6828, -1.5833, 5.4567], [-1.1406, 1.8523, 5.9643], [-0.5175, 0.2804, 6.2197]],
  "forces_ev_per_a": [[1.0, -2.7, -0.4], [0.0, 0.1, 0.0], [-0.1, 0.1, 0.1], [0.1, 0.0, 0.0], [0.0, 0.0, 0.0], [0.0, 0.0, -0.1], [0.0, 0.0, 0.0], [0.0, 0.1, 0.0], [0.1, -0.1, -0.1], [0.0, 0.0, 0.2], [0.0, -0.1, -0.1], [0.0, 0.0, 0.0], [0.0, 0.0, 0.0], [0.1, 0.0, 0.0], [0.1, -0.1, -0.1], [0.1, 0.0, -0.6], [-0.1, 0.1, 0.0], [0.0, -0.1, 0.0], [0.0, 0.0, 0.0], [0.0, 0.1, 0.0], [0.0, 0.1, 0.0], [0.0, 0.0, 0.0], [0.0, 0.0, 0.0], [0.1, -0.1, 0.0], [-0.1, -0.1, -0.2], [0.4, 0.3, 0.2], [-0.1, 0.1, 0.1], [0.1, 0.0, 0.0], [-0.1, 0.0, -0.1], [0.0, 0.0, 0.0], [0.0, 0.0, -0.1], [-0.4, -0.4, 0.1], [0.0, 0.0, 0.0], [0.0, 0.0, 0.0], [0.0, 0.0, 0.0], [0.0, 0.0, 0.0], [0.0, 0.0, 0.0], [0.0, 0.0, 0.0], [0.0, 0.0, 0.0], [0.0, 0.0, 0.0], [0.0, 0.0, 0.0], [0.0, 0.0, 0.0], [0.0, 0.0, 0.0], [0.0, 0.0, 0.0], [0.0, 0.0, 0.0], [0.0, 0.1, 0.0], [0.0, 0.0, 0.0], [0.0, 0.0, 0.0], [0.0, 0.0, 0.0], [0.0, 0.0, 0.0], [0.0, 0.0, 0.0], [0.0, 0.0, 0.0], [0.0, 0.0, 0.0], [0.0, 0.0, 0.0], [0.0, 0.1, 0.0], [0.0, 0.0, 0.0], [0.1, 0.0, 0.0], [0.0, 0.0, 0.0], [0.0, 0.0, 0.0], [0.1, 0.0, 0.1], [0.0, 0.0, 0.0], [0.0, 0.0, 0.0], [0.0, 0.0, 0.0], [0.0, 0.0, 0.0], [0.0, 0.0, 0.0], [0.0, 0.0, 0.0], [0.1, 0.1, -0.3], [0.1, 0.0, -0.1], [0.0, 0.0, 0.1], [0.0, 0.1, 0.0], [0.0, 0.0, -0.1], [0.0, 0.0, -0.1], [0.0, 0.0, 0.0], [0.0, 0.0, 0.0], [0.0, 0.0, 0.0], [-0.5, 0.3, 0.3], [0.0, 0.1, 0.1], [-0.8, 2.4, 0.8], [0.0, 0.0, 0.1], [0.0, 0.0, 0.1], [0.0, -0.1, 0.1], [0.0, 0.0, 0.0], [0.0, 0.0, -0.1], [0.0, 0.0, 0.0], [0.0, -0.1, 0.0], [0.0, 0.0, 0.0], [0.0, 0.0, 0.1], [0.0, 0.0, 0.0], [0.0, 0.0, 0.0], [0.0, 0.0, 0.0], [0.0, 0.0, 0.0], [0.0, 0.0, 0.0]],
  "mulliken_charge": [1.33, -2.15, 1.26, -1.33, -1.12, 0.45, -0.34, -1.18, 0.02, 0.97, 0.03, -1.28, -0.20, 0.49, 0.49, -0.68, 1.15, -1.58, -1.39, -2.13, 0.46, -1.19, -0.44, 0.44, 0.36, -0.46, 1.21, -1.78, -1.97, -1.15, -0.16, -0.26, 0.46, 0.50, 0.49, 0.51, 0.07, 0.38, 0.48, 0.35, -0.11, 0.56, 0.64, -0.18, 0.63, 0.57, 0.39, 0.45, 0.39, 0.38, 0.22, 0.47, 0.47, 0.58, 0.35, 0.67, 0.51, 0.41, 0.53, 0.34, 0.45, 0.48, 0.47, -0.02, 0.48, 0.39, -0.02, 0.80, -0.64, -0.32, -1.55, -0.10, 0.79, -0.30, -0.43, -0.42, -0.59, -0.49, 0.00, 0.15, 0.14, 0.05, 0.48, 0.30, 0.44, 0.47, 0.49, 0.29, 0.20, 0.23, 0.20, 0.21],
  "orbital_gap_ev": [7.66, 8.08],
  "spin_multiplicity": 3,
  "relative_energy_kj_mol": 84.8,
  "s2": 2.020,
  "charge": 2
}

(2)
{
  "formula": "C33H37BrINO4Si2Sr",
  "method": "the ωB97M-V functional and the def2-TZVPD basis",
  "species": ["Sr", "C", "C", "C", "C", "C", "C", "C", "C", "C", "C", "H", "H", "H", "H", "H", "H", "H", "H", "H", "H", "H", "H", "H", "H", "C", "Si", "C", "C", "C", "C", "C", "C", "C", "Si", "C", "C", "H", "H", "H", "H", "H", "H", "H", "H", "H", "H", "H", "H", "H", "H", "H", "H", "I", "C", "C", "C", "C", "C", "C", "C", "O", "O", "H", "H", "H", "H", "Br", "C", "C", "N", "C", "C", "C", "C", "O", "O", "H", "H", "H"],
  "coordinates": [[0.0671, 0.7621, -1.0201], [-1.3122, 3.2908, 3.5922], [-2.4784, 2.3846, 3.2251], [-2.1347, 0.9227, 3.5442], [-2.9093, 2.5241, 1.7779], [-2.2317, 3.3033, 0.8379], [-2.6992, 3.4031, -0.4727], [-3.8472, 2.7402, -0.8907], [-4.3223, 2.8288, -2.3184], [-4.5169, 1.9602, 0.0438], [-4.0544, 1.8550, 1.3460], [-1.0353, 3.1481, 4.6375], [-1.5551, 4.3487, 3.4393], [-0.4270, 3.0405, 3.0077], [-3.3434, 2.6724, 3.8352], [-1.3187, 0.5797, 2.9016], [-2.9970, 0.2624, 3.4091], [-1.7838, 0.8295, 4.5729], [-1.3377, 3.8468, 1.1139], [-2.1589, 4.0176, -1.1888], [-5.3829, 2.5829, -2.3978], [-3.7645, 2.1250, -2.9402], [-4.1706, 3.8299, -2.7269], [-5.4120, 1.4228, -0.2544], [-4.6047, 1.2438, 2.0541], [1.3300, -3.3452, 2.8382], [2.0849, -2.0857, 1.6673], [3.7153, -1.4589, 2.3127], [2.5390, -3.1901, 0.1664], [3.4356, -4.1999, 0.5764], [3.8657, -5.2110, -0.2684], [3.3902, -5.2489, -1.5746], [2.5304, -4.2522, -2.0059], [2.1007, -3.2011, -1.1780], [1.0586, -1.8227, -2.0275], [-0.3340, -2.8800, -2.8524], [2.1804, -1.4835, -3.5683], [2.0038, -4.1980, 2.9697], [0.3946, -3.7277, 2.4136], [1.1193, -2.9184, 3.8213], [4.2670, -2.2558, 2.8218], [3.5547, -0.6412, 3.0190], [4.3313, -1.0899, 1.4860], [3.8154, -4.1931, 1.5947], [4.5610, -5.9631, 0.0909], [3.6982, -6.0416, -2.2506], [2.1846, -4.2796, -3.0371], [0.0340, -3.6359, -3.5622], [-1.0308, -2.2253, -3.3948], [-0.9138, -3.3970, -2.0790], [2.3293, -2.3551, -4.2225], [3.1660, -1.1389, -3.2350], [1.7460, -0.6780, -4.1777], [2.9903, 2.2535, 7.6447], [2.5223, 1.6162, 5.6920], [2.5535, 2.5502, 4.6248], [2.0891, 2.2227, 3.3838], [1.5521, 0.8786, 3.0833], [1.3964, 0.0101, 4.2680], [1.8571, 0.3835, 5.5030], [1.2749, 0.5221, 1.8134], [1.2271, 1.3058, 0.7443], [0.9717, -0.8695, 1.5060], [2.9622, 3.5419, 4.7949], [2.1497, 2.9443, 2.5768], [0.8539, -0.9225, 4.1636], [1.6953, -0.2765, 6.3490], [-0.0497, 1.5355, -8.5803], [-1.0886, 1.0295, -7.0682], [-2.2941, 0.3852, -7.2693], [-3.0649, 0.0011, -6.2646], [-2.6384, 0.2590, -5.0227], [-1.4460, 0.9116, -4.7436], [-0.6456, 1.3016, -5.7878], [-1.0098, 1.1778, -3.3151], [-1.7516, 0.7618, -2.3900], [0.0812, 1.7720, -3.1269], [-2.6473, 0.1687, -8.2711], [-3.2617, -0.0686, -4.1996], [0.2945, 1.7968, -5.5809]],
  "forces_ev_per_a": [[0.8, -0.5, 2.1], [0.0, 0.0, 0.0], [0.1, -0.1, 0.0], [0.0, 0.0, 0.0], [-0.1, 0.1, -0.1], [-0.2, -0.1, -0.1], [0.0, 0.0, 0.1], [0.0, 0.0, -0.1], [0.0, 0.0, 0.1], [0.0, 0.0, 0.0], [0.0, 0.0, 0.0], [0.0, 0.0, 0.0], [0.0, -0.1, 0.0], [0.1, 0.0, 0.0], [0.0, 0.0, 0.0], [0.0, 0.0, 0.0], [0.1, 0.0, 0.0], [0.0, 0.0, 0.0], [0.0, -0.1, 0.1], [0.0, 0.0, 0.1], [0.0, 0.0, 0.0], [0.0, 0.0, 0.0], [0.0, 0.0, 0.0], [0.0, 0.0, 0.0], [0.0, 0.0, 0.0], [-0.1, -0.2, 0.1], [-0.1, 0.0, -0.1], [0.2, 0.2, 0.1], [-0.1, -0.1, -0.2], [-0.1, 0.0, -0.1], [0.0, 0.1, 0.0], [0.0, 0.0, 0.1], [0.0, 0.0, 0.0], [0.2, -0.1, 0.2], [0.1, -0.6, -0.5], [-0.1, 0.0, -0.1], [0.0, 0.1, -0.1], [-0.1, 0.0, 0.0], [0.1, 0.0, 0.0], [0.0, 0.0, -0.1], [0.0, 0.0, -0.1], [0.0, -0.1, 0.0], [0.0, 0.0, 0.1], [0.0, 0.0, 0.0], [0.0, 0.0, 0.0], [0.0, 0.0, 0.0], [0.0, 0.0, 0.1], [0.0, 0.1, 0.1], [0.1, -0.1, 0.0], [0.0, 0.0, -0.1], [0.0, 0.1, 0.1], [0.0, 0.0, -0.1], [0.0, -0.1, 0.0], [-0.1, 0.0, -0.1], [0.1, -0.1, 0.1], [-0.1, -0.1, -0.1], [-0.2, -0.1, 0.1], [0.2, 0.1, 0.4], [0.0, 0.2, -0.1], [0.0, 0.2, -0.3], [0.0, 0.0, -0.5], [0.8, 0.0, 1.5], [0.0, 0.4, -0.1], [0.0, 0.0, 0.0], [0.0, 0.0, 0.0], [0.1, 0.1, 0.0], [0.0, 0.0, 0.0], [0.0, 0.0, 0.1], [0.3, 0.1, -0.1], [0.0, 0.0, -0.2], [-0.1, 0.0, 0.5], [-0.2, -0.1, -0.2], [-0.1, -0.1, 0.6], [0.3, 0.2, -0.5], [-0.4, 0.1, -0.5], [-1.4, 0.0, -1.3], [-0.1, 0.4, -1.1], [0.0, 0.0, 0.0], [0.0, 0.0, 0.0], [0.0, 0.0, 0.0]],
  "mulliken_charge": [1.64, -1.60, 1.01, -1.25, 0.22, -0.18, -0.77, 1.23, -1.56, -0.82, -0.68, 0.46, 0.41, 0.10, 0.31, 0.08, 0.44, 0.45, 0.28, 0.31, 0.43, 0.10, 0.35, 0.31, 0.35, -1.18, 0.07, -0.93, 0.22, -0.88, -0.73, -0.75, 0.03, 0.87, -0.03, -1.18, -1.22, 0.42, 0.28, 0.36, 0.37, 0.39, 0.28, 0.14, 0.35, 0.36, 0.12, 0.35, 0.21, 0.30, 0.36, 0.30, 0.21, -0.19, -0.49, -0.32, -0.96, 0.88, -0.27, -0.52, 0.27, -1.52, 0.07, 0.29, 0.21, 0.33, 0.31, -0.23, 0.00, -0.19, -0.75, 0.04, 0.15, -0.36, 1.30, -1.01, -1.13, 0.36, 0.49, 0.53],
  "orbital_gap_ev": 2.47,
  "relative_energy_kj_mol": 123.4,
  "charge": -2
}

(3)
{
  "formula": "C8H8",
  "method": "the ωB97M-V functional and the def2-TZVPD basis",
  "species": ["C", "C", "C", "C", "C", "C", "C", "C", "H", "H", "H", "H", "H", "H", "H", "H"],
  "coordinates": [[1.7769, 0.3616, 1.5884], [0.5440, 1.0116, 1.6525], [-0.2566, 0.5100, 0.5716], [-1.4714, 0.7176, 0.0477], [-1.5545, -0.1628, -1.1925], [-0.2150, -0.9478, -1.3107], [0.4851, -0.4160, -0.1180], [1.7359, -0.5211, 0.4278], [2.6855, 0.5201, 2.1807], [0.1898, 1.7327, 2.3644], [-2.2573, 1.4124, 0.4006], [-1.7438, 0.4241, -2.1017], [-2.3770, -0.8427, -1.0805], [-0.4126, -2.0143, -1.2508], [0.3139, -0.6952, -2.2216], [2.5572, -1.0903, 0.0423]],
  "forces_ev_per_a": [[-1.3, 1.1, -0.2], [1.7, -0.3, 1.1], [-1.6, 2.2, 2.1], [0.2, -0.1, -0.6], [-0.4, 0.4, -0.5], [-0.8, 0.6, 0.5], [3.5, -2.6, -1.5], [-1.0, 0.1, -0.4], [-0.7, 0.0, 0.0], [0.2, 0.2, 0.2], [0.6, -0.6, -0.3], [-0.1, 0.0, 0.2], [-0.7, -0.4, -0.1], [0.2, -0.1, -0.2], [0.0, -0.2, -0.3], [0.2, -0.3, 0.0]],
  "mulliken_charge": [-0.16, -1.19, 0.67, -0.38, -0.49, -0.54, 0.21, -0.87, 0.40, 0.39, 0.40, 0.32, 0.30, 0.25, 0.25, 0.42],
  "orbital_gap_ev": 7.98,
  "relative_energy_kj_mol": 109.2,
  "smiles": "C1=CC2=CCCC2=C1"
}